[1]
Density functional theory data (ωB97M-V with the def2-TZVPD basis set) for a 5-piece molecular cluster, C5H24N3O4 overall at a distorted geometry.

Each line ends with the natural charge from an NBO analysis.
Positions of all 36 atoms, in Å:
1 N -0.565 -0.912 -0.359  -0.860
2 C 0.269 -2.101 -0.073  -0.245
3 C 1.196 -2.044 1.097  -0.226
4 N 2.053 -0.732 0.834  -0.691
5 C 1.579 0.401 1.718  -0.054
6 C 2.276 0.735 2.929  -0.664
7 C 1.492 1.568 0.742  -0.233
8 N 1.148 1.161 -0.641  -0.724
9 H -1.120 -0.566 0.460  0.394
10 H -1.307 -1.255 -1.032  0.417
11 H 0.778 1.906 -1.197  0.420
12 H 0.775 -2.368 -1.063  0.206
13 H -0.275 -3.128 0.127  0.204
14 H 1.969 -2.887 0.973  0.226
15 H 0.871 -1.946 2.069  0.201
16 H 3.040 -0.921 1.054  0.373
17 H 0.423 0.140 2.026  0.176
18 H 2.895 -0.111 3.193  0.239
19 H 2.883 1.633 2.848  0.225
20 H 1.647 1.143 3.760  0.245
21 H 0.847 2.431 1.169  0.228
22 H 2.547 1.872 0.558  0.212
23 H 1.854 0.742 -1.159  0.430
24 H 0.381 0.351 -0.655  0.474
25 H -1.718 1.457 0.231  0.480
26 H -3.001 1.207 -0.306  0.462
27 O -2.184 0.958 -0.450  -0.935
28 H -2.427 3.435 1.980  0.481
29 H -3.478 3.050 1.035  0.479
30 O -2.758 2.680 1.539  -0.952
31 H -1.145 0.899 -3.740  0.523
32 H -0.580 -0.613 -3.200  0.482
33 O -0.530 0.239 -3.360  -1.003
34 H -1.645 -2.837 -3.406  0.461
35 H -2.490 -1.657 -2.877  0.474
36 O -2.159 -2.621 -2.749  -0.926

**LUMO**: -2.604 eV
**Charge**: +1
**ΔE to the lowest compared entry with this formula, charge and spin**: 81.11 kcal per mole

=====

[2]
Density functional theory data (ωB97M-V with the def2-TZVPD basis set) for a 7-piece molecular cluster, C5H24NO7 overall at a distorted geometry.

Each line ends with the natural charge from an NBO analysis.
Positions of all 37 atoms, in Å:
1 C 1.208 -1.817 -0.331  -0.090
2 O 1.711 -1.011 -1.304  -0.758
3 C -0.246 -1.330 -0.268  -0.044
4 C -1.069 -2.177 0.596  -0.494
5 C -2.038 -3.063 -0.210  -0.201
6 C -3.247 -2.670 -0.586  -0.373
7 N -0.195 0.153 0.359  -0.748
8 H 1.373 -2.910 -0.605  0.204
9 H 1.868 -1.714 0.662  0.210
10 H 1.337 -1.136 -2.210  0.509
11 H -0.552 -1.258 -1.276  0.242
12 H -1.712 -1.737 1.477  0.241
13 H -0.286 -2.791 1.094  0.234
14 H -1.689 -4.111 -0.512  0.222
15 H -3.562 -1.534 -0.497  0.179
16 H -4.035 -3.310 -0.962  0.226
17 H -0.107 1.010 -0.347  0.487
18 H -0.973 0.484 0.911  0.430
19 H 0.753 0.268 0.819  0.462
20 H 0.313 3.677 -0.180  0.504
21 H 0.373 3.042 -1.450  0.472
22 O 0.249 2.787 -0.587  -0.946
23 H -2.648 2.503 -1.814  0.476
24 H -2.048 3.849 -2.374  0.481
25 O -2.289 3.303 -1.713  -0.956
26 H 2.585 1.813 3.370  0.490
27 H 2.809 2.856 2.143  0.483
28 O 2.264 2.394 2.708  -0.972
29 H 4.754 -0.933 2.175  0.463
30 H 5.257 0.183 1.294  0.477
31 O 4.465 -0.498 1.429  -0.938
32 H 0.319 0.143 -3.813  0.493
33 H -0.327 -1.236 -4.211  0.504
34 O 0.046 -0.720 -3.474  -0.972
35 H -1.477 2.543 3.938  0.463
36 H -1.930 2.250 2.652  0.447
37 O -1.255 2.697 3.093  -0.908

**LUMO**: -2.747 eV
**Charge**: +1
**ΔE to the lowest compared entry with this formula, charge and spin**: 107.94 kcal per mole

=====

[3]
Density functional theory data (ωB97M-V with the def2-TZVPD basis set) for a 8-piece molecular cluster, C5H24NO9 overall at a distorted geometry.

Each line ends with the natural charge from an NBO analysis.
Positions of all 39 atoms, in Å:
1 C 1.001 2.083 -0.225  -0.462
2 N 0.925 1.772 1.190  -0.458
3 C 2.278 1.620 1.717  -0.427
4 C -1.415 1.239 1.720  -0.621
5 C -0.032 0.611 1.397  -0.150
6 C -0.094 -0.257 0.115  0.793
7 O -0.900 -0.177 -0.826  -0.760
8 O 0.872 -1.086 -0.056  -0.804
9 H -0.027 1.963 -0.673  0.220
10 H 1.794 1.563 -0.793  0.206
11 H 1.074 3.136 -0.188  0.177
12 H 3.079 2.288 1.275  0.201
13 H 2.642 0.564 1.624  0.194
14 H 2.142 1.901 2.773  0.189
15 H -1.895 0.544 2.437  0.204
16 H -1.339 2.061 2.282  0.206
17 H -2.104 1.385 0.792  0.233
18 H 0.377 0.111 2.290  0.215
19 H -0.088 4.365 0.693  0.465
20 H -1.235 3.801 -0.002  0.481
21 O -0.947 4.702 0.334  -0.944
22 H 0.678 -2.617 1.191  0.480
23 H -0.373 -3.561 0.440  0.493
24 O -0.034 -3.239 1.374  -1.049
25 H -1.173 2.002 -2.968  0.454
26 H -1.341 1.079 -1.747  0.501
27 O -1.785 1.813 -2.249  -0.991
28 H -2.500 -2.756 1.420  0.488
29 H -2.046 -1.972 0.172  0.500
30 O -2.789 -2.467 0.550  -0.971
31 H 0.984 -2.218 -0.941  0.508
32 H 1.419 -3.573 -1.654  0.448
33 O 0.964 -2.793 -1.900  -1.056
34 H -2.188 -3.775 -0.601  0.504
35 H -0.941 -3.589 -1.518  0.508
36 O -1.255 -4.048 -0.739  -0.972
37 H 2.607 -1.317 -2.652  0.478
38 H 1.388 -0.612 -2.946  0.474
39 O 2.277 -0.548 -3.107  -0.954

**LUMO**: 3.159 eV
**Charge**: -1
**ΔE to the lowest compared entry with this formula, charge and spin**: 43.53 kcal per mole